C44H37F3N | ωB97M-V with the def2-TZVPD basis set

```
85
Properties=species:S:1:pos:R:3:forces:R:3
F -1.4468 3.0484 6.5979 -0.31 -1.10 -1.64
C -1.6534 2.2972 5.4560 0.43 0.90 0.87
C -2.3964 1.1222 5.5617 0.08 0.10 -0.75
C -2.6578 0.4486 4.3591 -0.96 -1.04 -0.03
F -3.5164 -0.6332 4.3928 1.33 1.47 0.01
C -2.1243 0.8279 3.1416 0.35 0.05 -0.40
C -1.2861 1.9881 3.0655 -0.07 -0.55 0.79
C -0.7252 2.3836 1.8237 -1.69 0.85 0.30
C -0.2211 3.7102 1.5933 1.19 0.71 -0.01
C -0.7531 4.4882 0.5292 -0.10 -0.70 0.15
C -0.4348 5.8351 0.4116 0.05 0.25 0.07
C 0.4851 6.4443 1.2807 -0.20 -0.65 0.00
C 1.0698 5.6507 2.2709 0.79 0.29 0.52
F 2.0154 6.2100 3.1018 -1.22 -0.68 -1.00
C 0.7409 4.3169 2.4510 -0.46 0.11 0.09
C -1.1336 2.7580 4.2571 0.06 -0.04 0.17
H -2.7874 0.7759 6.5135 -0.02 0.07 -0.16
H -2.3530 0.2813 2.2195 0.07 0.02 0.52
H -0.9910 1.7774 0.9524 0.13 0.01 0.11
H -1.5000 4.0146 -0.1164 0.35 0.35 0.11
H -0.9132 6.4322 -0.3711 0.23 -0.25 0.33
H 0.7422 7.4974 1.2013 0.00 -0.23 -0.02
H 1.1806 3.7479 3.2688 0.16 0.21 -0.34
H -0.6212 3.7127 4.2212 -0.18 -0.20 0.26
C -1.6877 -5.5042 -4.2576 0.15 0.06 0.03
C -1.7978 -5.5298 -2.8657 0.01 0.32 -0.03
C -1.5062 -4.3790 -2.1216 0.13 -0.16 -0.28
C -1.1436 -3.1860 -2.7708 -0.55 -0.13 0.03
C -0.6135 -1.9552 -2.0216 -0.70 0.18 0.25
C -1.6358 -0.8137 -2.0525 -0.28 -0.35 0.44
C -2.9500 -0.9865 -2.4983 0.12 0.39 -0.01
C -3.7674 0.1371 -2.6774 0.11 -0.05 0.07
C -3.2748 1.4186 -2.4262 -0.03 0.14 -0.04
C -1.9979 1.5852 -1.8787 -0.22 -0.65 0.14
C -1.2278 0.4515 -1.6198 -0.17 0.60 0.03
C -0.2288 -2.3402 -0.5932 -0.74 -0.52 -0.12
C -0.7842 -1.7184 0.5279 0.53 -0.19 0.19
C -0.2098 -1.9454 1.7830 -0.20 -0.24 -0.24
C 0.7762 -2.9179 1.9360 0.19 0.15 0.17
C 1.1953 -3.6775 0.8410 -0.30 0.00 -0.24
C 0.6715 -3.4037 -0.4254 0.28 0.19 0.58
C 0.6853 -1.4270 -2.7392 1.05 -0.30 -0.16
C 0.4608 -0.7082 -4.0846 -0.22 0.03 -0.13
C 1.5025 0.4038 -4.1638 0.59 -0.09 0.02
C 1.8651 0.7340 -2.7157 -0.53 0.38 0.29
N 1.4426 -0.4448 -1.9558 -0.27 0.47 -0.83
C 1.9735 -0.6727 -0.7249 0.45 0.60 1.50
C 2.0183 0.2644 0.2825 -0.14 -1.05 -1.67
C 2.8324 0.1218 1.4705 0.66 -0.09 1.21
C 2.9094 1.1688 2.4260 0.01 -0.67 -0.47
C 3.7102 1.0520 3.5603 0.08 -0.50 0.16
C 4.4262 -0.1356 3.7995 -0.09 0.31 -0.09
C 4.3766 -1.1739 2.8618 -0.34 0.20 -0.05
C 3.5930 -1.0475 1.7173 -0.10 0.42 0.13
C -1.3298 -3.1155 -4.1562 0.29 -0.44 -0.26
C -1.4587 -4.2882 -4.9084 -0.34 0.14 0.32
H -1.7933 -6.4225 -4.8339 -0.04 0.23 0.13
H -2.0894 -6.4417 -2.3404 0.15 0.24 -0.23
H -1.5497 -4.4369 -1.0291 0.13 0.06 -0.49
H -3.3407 -1.9885 -2.7049 0.23 0.45 -0.06
H -4.7874 -0.0087 -3.0364 0.29 0.16 0.09
H -3.8862 2.2945 -2.6356 0.04 -0.21 0.02
H -1.5847 2.5693 -1.6504 -0.26 -0.21 -0.10
H -0.2905 0.5507 -1.0745 -0.18 0.00 -0.42
H -1.6503 -1.0568 0.4297 0.51 -0.04 -0.09
H -0.5368 -1.3404 2.6295 0.05 -0.38 -0.04
H 1.2289 -3.0831 2.9161 -0.15 0.05 -0.30
H 1.9376 -4.4717 0.9604 -0.31 0.25 0.03
H 0.9618 -4.0174 -1.2861 0.06 0.42 0.35
H 1.3493 -2.2969 -2.9121 -0.37 0.02 0.06
H 0.5568 -1.4151 -4.9129 -0.01 0.24 0.13
H -0.5416 -0.2642 -4.1243 0.20 -0.17 0.00
H 2.4059 0.0307 -4.6642 -0.23 0.15 -0.01
H 1.1435 1.2854 -4.7031 0.08 -0.21 0.02
H 2.9420 0.9234 -2.5807 -0.34 -0.12 0.05
H 1.3243 1.6287 -2.3556 0.16 -0.09 -0.20
H 2.3977 -1.6732 -0.5964 -0.04 0.39 0.18
H 1.4176 1.1725 0.1788 0.40 0.01 -0.15
H 2.3325 2.0783 2.2410 0.26 -0.18 0.02
H 3.7678 1.8803 4.2724 0.00 -0.31 -0.20
H 5.0250 -0.2528 4.7072 -0.19 0.14 -0.37
H 4.9351 -2.0992 3.0227 -0.15 0.34 0.01
H 3.5494 -1.8709 1.0042 0.13 0.25 0.24
H -1.3779 -2.1462 -4.6567 0.37 -0.49 0.12
H -1.3911 -4.2293 -5.9963 -0.26 -0.09 0.31
```
Positions in Å, forces in eV/Å.

E   -55861.8719 eV
Orbital gap   2.896 eV
ΔE to the lowest compared entry with this formula, charge and spin   37.88 kJ/mol
Total charge   +1
Maximum force   2.00 eV/A
HOMO level   -9.4 eV
Spin multiplicity   1